DFT (ωB97M-V with the def2-TZVPD basis set) results for a cluster of 14 separate species, C42H84O22 in total.

Calculated values
* relative energy (zero: lowest compared OMol25 entry of this formula, charge and spin): 0.000 eV
* net charge: +1
* <S²>: 0.758
* LUMO (spin up / spin down): -4.690 / -8.508 eV
* 2S+1: 2

Last columns: bonded neighbours and bond lengths (Å).
Positions of all 148 atoms, in Å:
1 C 0.075 -2.277 -1.106  O2 1.402, H7 1.090, H8 1.090, H9 1.090
2 O 0.645 -1.119 -0.558  C1 1.402, C3 1.354
3 C -0.005 0.037 -0.287  O2 1.354, O4 1.231, O5 1.342
4 O -1.216 0.218 -0.405  C3 1.231
5 O 0.878 0.872 0.283  C3 1.342, C6 1.452
6 C 0.315 2.003 0.999  O5 1.452, H10 1.090, H11 1.090, H12 1.090
7 H -0.516 -2.009 -1.982  C1 1.090
8 H -0.579 -2.648 -0.316  C1 1.090
9 H 0.842 -3.001 -1.381  C1 1.090
10 H -0.404 2.454 0.315  C6 1.090
11 H 1.103 2.746 1.125  C6 1.090
12 H -0.181 1.808 1.949  C6 1.090
13 C 1.065 5.465 -0.426  O14 1.409, H19 1.090, H20 1.090, H21 1.090
14 O 0.265 5.905 0.647  C13 1.409, C15 1.374
15 C -1.098 5.747 0.576  O14 1.374, O16 1.254, O17 1.361
16 O -1.747 5.405 -0.441  C15 1.254
17 O -1.649 6.170 1.747  C15 1.361, C18 1.402
18 C -3.032 6.132 1.971  O17 1.402, H22 1.090, H23 1.090, H24 1.090
19 H 1.215 4.386 -0.427  C13 1.090
20 H 2.045 5.942 -0.387  C13 1.090
21 H 0.692 5.664 -1.430  C13 1.090
22 H -3.460 7.017 1.500  C18 1.090
23 H -3.252 6.066 3.036  C18 1.090
24 H -3.477 5.218 1.576  C18 1.090
25 C -1.643 -5.457 -1.671  O26 1.406, H31 1.090, H32 1.090, H33 1.090
26 O -2.550 -6.466 -1.305  C25 1.406, C27 1.361
27 C -3.188 -7.257 -2.210  O26 1.361, O28 1.209, O29 1.273
28 O -3.789 -8.275 -1.958  C27 1.209
29 O -3.013 -6.867 -3.409  C27 1.273, C30 1.438
30 C -3.516 -7.704 -4.465  O29 1.438, H34 1.090, H35 1.090, H36 1.090
31 H -2.203 -4.650 -2.144  C25 1.090
32 H -0.920 -5.810 -2.406  C25 1.090
33 H -1.098 -5.097 -0.798  C25 1.090
34 H -2.940 -8.605 -4.675  C30 1.090
35 H -3.510 -7.156 -5.407  C30 1.090
36 H -4.527 -8.062 -4.271  C30 1.090
37 C 2.591 9.250 2.382  O38 1.420, H43 1.090, H44 1.090, H45 1.090
38 O 2.197 7.887 2.458  C37 1.420, C39 1.402
39 C 2.967 7.036 3.262  O38 1.402, O40 1.232, O41 1.386
40 O 3.816 7.402 4.077  C39 1.232
41 O 2.566 5.732 3.018  C39 1.386, C42 1.441
42 C 3.297 4.603 3.539  O41 1.441, H46 1.090, H47 1.090, H48 1.090
43 H 3.649 9.383 2.158  C37 1.090
44 H 2.254 9.807 3.256  C37 1.090
45 H 2.032 9.626 1.525  C37 1.090
46 H 4.250 4.537 3.016  C42 1.090
47 H 2.784 3.666 3.323  C42 1.090
48 H 3.426 4.670 4.620  C42 1.090
49 C -0.339 3.096 -2.627  C50 1.536, H53 1.090, H54 1.090, H55 1.090
50 C -0.819 1.950 -3.528  C49 1.536, O51 1.233, C52 1.535
51 O -1.937 1.902 -4.047  C50 1.233
52 C 0.129 0.754 -3.690  C50 1.535, H56 1.090, H57 1.090, H58 1.090
53 H -1.268 3.588 -2.338  C49 1.090
54 H 0.367 3.720 -3.175  C49 1.090
55 H 0.040 2.734 -1.671  C49 1.090
56 H -0.112 0.262 -4.632  C52 1.090
57 H -0.069 -0.047 -2.978  C52 1.090
58 H 1.157 1.116 -3.704  C52 1.090
59 C -3.636 2.450 0.728  C60 1.532, H63 1.090, H64 1.090, H65 1.090
60 C -4.587 1.605 -0.125  C59 1.532, O61 1.232, C62 1.557
61 O -5.503 0.890 0.286  C60 1.232
62 C -4.122 1.545 -1.609  C60 1.557, H66 1.090, H67 1.090, H68 1.090
63 H -2.722 1.884 0.908  C59 1.090
64 H -4.196 2.668 1.637  C59 1.090
65 H -3.389 3.428 0.313  C59 1.090
66 H -3.254 0.887 -1.634  C62 1.090
67 H -3.734 2.514 -1.923  C62 1.090
68 H -4.846 1.104 -2.295  C62 1.090
69 C -3.752 -1.393 2.368  C70 1.515, H73 1.090, H74 1.090, H75 1.090
70 C -4.494 -2.564 1.757  C69 1.515, O71 1.229, C72 1.516
71 O -5.454 -3.067 2.335  C70 1.229
72 C -4.019 -3.068 0.408  C70 1.516, H76 1.090, H77 1.090, H78 1.090
73 H -3.214 -1.722 3.257  C69 1.090
74 H -4.390 -0.589 2.734  C69 1.090
75 H -3.073 -0.989 1.617  C69 1.090
76 H -3.074 -2.587 0.155  C72 1.090
77 H -4.703 -2.692 -0.353  C72 1.090
78 H -4.041 -4.148 0.261  C72 1.090
79 C 4.335 -5.561 -1.721  C80 1.539, H83 1.090, H84 1.090, H85 1.090
80 C 2.869 -5.457 -1.263  C79 1.539, O81 1.224, C82 1.546
81 O 1.967 -5.730 -2.045  C80 1.224
82 C 2.676 -5.010 0.204  C80 1.546, H86 1.090, H87 1.090, H88 1.090
83 H 4.711 -6.470 -1.252  C79 1.090
84 H 4.854 -4.645 -1.439  C79 1.090
85 H 4.484 -5.753 -2.783  C79 1.090
86 H 3.343 -4.224 0.557  C82 1.090
87 H 2.781 -5.868 0.867  C82 1.090
88 H 1.666 -4.625 0.346  C82 1.090
89 C 1.217 -2.259 2.306  C90 1.467, H93 1.090, H94 1.090, H95 1.090
90 C -0.118 -2.321 2.913  C89 1.467, O91 1.217, C92 1.514
91 O -0.993 -3.078 2.538  C90 1.217
92 C -0.462 -1.196 3.866  C90 1.514, H96 1.090, H97 1.090, H98 1.090
93 H 1.264 -2.895 1.422  C89 1.090
94 H 2.048 -2.437 2.989  C89 1.090
95 H 1.363 -1.229 1.980  C89 1.090
96 H -1.448 -1.435 4.265  C92 1.090
97 H -0.422 -0.276 3.283  C92 1.090
98 H 0.164 -1.259 4.756  C92 1.090
99 C -3.377 -2.070 -2.991  C100 1.481, H103 1.090, H104 1.090, H105 1.090
100 C -3.276 -2.687 -4.333  C99 1.481, O101 1.222, C102 1.464
101 O -3.432 -3.887 -4.494  C100 1.222
102 C -2.966 -1.825 -5.475  C100 1.464, H106 1.090, H107 1.090, H108 1.090
103 H -2.319 -2.046 -2.731  C99 1.090
104 H -3.879 -2.774 -2.327  C99 1.090
105 H -3.873 -1.100 -3.028  C99 1.090
106 H -3.575 -2.101 -6.336  C102 1.090
107 H -1.924 -1.940 -5.777  C102 1.090
108 H -3.241 -0.787 -5.290  C102 1.090
109 C -0.275 4.064 3.796  C110 1.523, H113 1.090, H114 1.090, H115 1.090
110 C -0.194 4.818 5.117  C109 1.523, O111 1.228, C112 1.528
111 O 0.777 4.756 5.866  C110 1.228
112 C -1.518 5.462 5.524  C110 1.528, H116 1.090, H117 1.090, H118 1.090
113 H -1.309 3.720 3.772  C109 1.090
114 H 0.393 3.205 3.856  C109 1.090
115 H -0.020 4.704 2.951  C109 1.090
116 H -1.907 6.049 4.693  C112 1.090
117 H -1.404 6.043 6.439  C112 1.090
118 H -2.218 4.633 5.623  C112 1.090
119 C 2.361 -3.238 -4.378  C120 1.495, H123 1.090, H124 1.090, H125 1.090
120 C 0.906 -3.433 -4.658  C119 1.495, O121 1.233, C122 1.513
121 O 0.108 -2.519 -4.439  C120 1.233
122 C 0.450 -4.781 -5.172  C120 1.513, H126 1.090, H127 1.090, H128 1.090
123 H 2.480 -2.392 -3.702  C119 1.090
124 H 2.917 -3.040 -5.295  C119 1.090
125 H 2.868 -4.074 -3.896  C119 1.090
126 H 0.354 -5.551 -4.406  C122 1.090
127 H 1.143 -5.171 -5.918  C122 1.090
128 H -0.569 -4.678 -5.544  C122 1.090
129 C 3.260 0.078 5.555  C130 1.508, H133 1.090, H134 1.090, H135 1.090
130 C 2.975 0.831 4.280  C129 1.508, O131 1.211, C132 1.513
131 O 1.874 1.158 3.897  C130 1.211
132 C 4.177 1.063 3.390  C130 1.513, H136 1.090, H137 1.090, H138 1.090
133 H 4.168 -0.524 5.535  C129 1.090
134 H 2.512 -0.714 5.586  C129 1.090
135 H 3.204 0.798 6.372  C129 1.090
136 H 4.964 1.349 4.087  C132 1.090
137 H 4.013 1.938 2.761  C132 1.090
138 H 4.505 0.136 2.919  C132 1.090
139 C 4.010 -0.007 -0.101  C140 1.525, H143 1.090, H144 1.090, H145 1.090
140 C 4.281 -1.210 -0.999  C139 1.525, O141 1.210, C142 1.533
141 O 3.619 -2.202 -0.792  C140 1.210
142 C 5.393 -1.175 -2.053  C140 1.533, H146 1.090, H147 1.090, H148 1.090
143 H 3.728 0.890 -0.652  C139 1.090
144 H 4.956 0.194 0.400  C139 1.090
145 H 3.242 -0.229 0.641  C139 1.090
146 H 5.304 -2.156 -2.520  C142 1.090
147 H 6.406 -1.068 -1.665  C142 1.090
148 H 5.228 -0.403 -2.805  C142 1.090